[1]
Formula: C21H26N4O4
Source: the Open Molecules 2025 dataset
Level of theory: ωB97M-V/def2-TZVPD

```
55
Properties=species:S:1:pos:R:3:forces:R:3
O -3.00214 -0.36019 -0.81472 -0.25 -0.26 -0.30
O -2.67318 -3.81020 -0.83099 -0.05 -0.04 0.14
O 2.66173 -2.07914 -4.94517 0.55 0.58 -0.38
O -1.30278 -1.05043 3.35555 0.13 -0.04 0.16
N 1.80307 -2.56498 -4.02379 -0.72 -0.61 0.97
N -2.24108 -1.05247 1.26645 -0.20 -0.24 -0.10
N 1.03399 -1.95218 -1.88467 -0.37 -0.24 0.26
N -2.07840 1.07540 0.72127 0.15 0.43 0.03
C -0.20652 -2.53531 -1.90604 -0.67 -0.13 0.34
C 2.68679 -1.06464 -0.17717 -0.05 0.00 -0.09
C 0.33076 -1.99455 0.22128 0.14 0.03 -0.31
C 4.20380 -0.24684 -5.35183 -0.09 -0.25 -0.08
C 1.82428 -1.74427 -2.99919 0.79 0.15 -1.15
C -1.65419 -0.48130 2.35160 -0.02 0.31 -0.01
C -0.68677 -2.55466 -0.60840 0.65 -0.07 -0.68
C 2.72831 -0.67301 -3.24830 0.07 -0.24 -0.56
C 0.31842 2.75974 1.55372 0.08 -0.05 0.23
C -0.00819 1.34650 2.03730 -0.04 0.02 -0.11
C -2.51477 -2.46211 1.12726 -0.36 -0.18 -0.13
C -2.13904 3.30488 3.10196 0.05 -0.17 0.27
C -1.99859 -3.02516 -0.20233 -0.22 0.00 0.15
C -0.78400 3.70494 3.68720 -0.01 0.18 -0.18
C 3.22140 -0.94710 -4.49118 -0.22 0.27 0.77
C -0.87647 -2.97438 -3.14745 -0.20 -0.06 -0.13
C -2.34490 1.79117 3.07583 0.00 0.01 -0.09
C -1.51056 1.01407 2.04821 0.12 -0.01 0.41
C 1.37204 -1.63687 -0.57657 0.14 0.09 0.60
C -2.50351 -0.11936 0.25152 0.03 0.16 0.03
C 0.34112 3.82088 2.65607 -0.07 -0.05 -0.01
H 4.46633 0.71076 -4.91277 0.01 0.03 0.00
H -3.39688 1.57443 2.87002 0.02 -0.08 0.03
H 0.38948 1.17932 3.03806 0.06 -0.08 0.07
H 0.31354 -1.92251 1.29073 0.09 0.05 0.26
H -0.39234 3.04728 0.77816 0.03 0.04 -0.12
H -3.59269 -2.64684 1.17514 0.19 -0.06 -0.02
H -1.92009 -3.18136 -2.92866 0.03 0.01 -0.01
H 1.30384 2.74773 1.08280 -0.07 0.02 -0.11
H 3.78490 -0.09200 -6.34420 0.01 0.07 -0.06
H 1.29410 3.76669 3.18639 0.06 0.06 -0.04
H 2.84401 -1.25179 0.88227 0.02 0.00 0.03
H -0.87732 4.67010 4.18911 0.03 -0.05 0.09
H 2.95137 0.16755 -2.62932 0.08 0.20 0.12
H -2.92883 3.72276 3.72988 -0.03 0.03 -0.10
H -0.40750 -3.87985 -3.52907 -0.06 -0.02 -0.08
H 5.10377 -0.85106 -5.45972 0.07 0.02 -0.02
H 3.50075 -1.52239 -0.73699 0.12 0.02 0.05
H -2.26306 3.72887 2.10491 -0.10 0.12 -0.10
H -2.11179 1.38331 4.06219 -0.01 0.01 0.02
H -0.50952 2.97570 4.45100 0.00 0.00 0.09
H -0.80298 -2.21240 -3.92144 0.01 0.00 -0.08
H -2.20781 1.92446 0.20115 -0.05 -0.10 -0.09
H 2.72192 0.01465 -0.33516 0.10 0.06 -0.01
H -2.02522 -2.97031 1.96375 -0.05 0.06 -0.06
H 0.46762 0.62634 1.36640 -0.01 -0.05 0.06
H 0.29377 4.80209 2.17796 0.06 0.04 0.04
```
Positions in Å, forces in eV/Å.

Calculated values
LUMO (eV): 0.4
SMILES: Cc1cc(-n2c(C)cc(C(=O)CN3C(=O)NC4(CCCCCC4)C3=O)c2C)no1
Gap between HOMO and LUMO (hartree): 0.3177

=====

[2]
Formula: C21H26N4O4S
Source: the Open Molecules 2025 dataset
Level of theory: ωB97M-V/def2-TZVPD

```
56
Properties=species:S:1:pos:R:3:forces:R:3
S -2.70291 -1.35262 -2.03605 -0.02 -0.02 0.04
O -2.06681 -4.16105 1.81498 0.08 0.28 -0.19
O 3.98223 2.22006 3.13741 0.11 0.05 0.06
O 0.49929 0.89647 -2.24378 0.05 -0.04 -0.21
O 3.63327 2.83761 1.01667 -0.12 0.09 -0.45
N -0.36497 0.81879 0.46886 -0.12 0.05 0.02
N -2.01568 -1.93379 -4.73796 -0.51 -0.30 0.18
N -0.19026 -0.61168 -4.71146 0.85 0.46 -0.35
N -0.80245 -0.57625 -3.51981 -0.96 -0.82 -0.40
C -1.90199 -1.37744 -3.55017 0.46 0.38 -0.12
C 4.86926 3.55370 1.02496 0.47 0.21 0.09
C -3.84550 -1.07656 2.73222 -0.01 0.11 -0.01
C -2.62553 -5.11397 2.68606 -0.09 -0.16 0.16
C -0.66411 -1.79659 -6.81953 0.06 0.02 -0.01
C -0.47676 1.74484 1.57580 0.10 0.26 0.03
C -2.51646 -2.87804 1.87910 0.07 0.13 -0.06
C -1.94016 -1.99503 0.96571 -0.06 -0.17 0.14
C 5.12275 4.08511 -0.37306 -0.25 -0.22 0.33
C -0.55991 0.07838 -2.33938 -0.14 0.11 0.66
C -1.48555 -0.23716 -1.40036 0.19 0.03 -0.28
C -2.31394 -0.66314 0.92801 -0.10 -0.02 0.13
C -3.27413 -0.20608 1.82577 -0.05 0.03 0.00
C 1.99973 0.47671 0.87138 -0.15 -0.13 0.15
C -0.95112 -1.43830 -5.41327 0.00 0.17 0.42
C 0.84474 2.48842 1.74883 -0.15 -0.16 0.17
C 0.63419 -0.19178 0.74793 0.33 0.01 -0.12
C 1.97341 1.48997 2.01727 0.14 0.17 -0.23
C -1.64412 0.32048 -0.01438 -0.08 0.10 -0.08
C -3.47611 -2.41098 2.76909 0.03 -0.32 0.05
C 3.30085 2.20785 2.14438 -0.26 -0.33 0.44
H 4.79999 4.36803 1.75513 0.03 -0.15 -0.07
H -2.13328 -6.05543 2.44748 -0.07 0.05 0.06
H -3.70354 -5.21972 2.52762 0.04 0.01 0.02
H -4.59345 -0.71742 3.42365 -0.06 0.02 0.06
H 0.19547 -1.23309 -7.16924 0.03 -0.01 -0.09
H 6.05458 4.64263 -0.38896 0.09 0.06 -0.02
H 0.95444 0.89807 -3.09915 -0.01 -0.03 -0.04
H 0.40894 -0.74566 1.67661 -0.01 -0.03 -0.09
H -2.43438 -4.86256 3.73452 -0.02 0.00 -0.04
H 5.18797 3.26249 -1.07996 0.04 -0.05 -0.11
H 0.65469 -0.90201 -0.07930 -0.01 -0.07 0.04
H -2.29804 1.20248 -0.09302 0.08 -0.13 0.11
H 1.06689 3.03161 0.83018 -0.03 0.07 0.00
H -0.73813 1.22913 2.51768 -0.05 0.05 -0.03
H -3.57802 0.83012 1.80790 -0.03 0.12 -0.02
H 0.76137 3.19981 2.57236 0.01 0.05 0.01
H 2.21953 0.99783 -0.06007 0.05 -0.06 -0.03
H 2.76572 -0.27988 1.04930 0.05 -0.02 -0.03
H 5.66801 2.87703 1.34862 -0.13 0.13 -0.01
H 4.31058 4.73998 -0.67661 -0.04 0.10 -0.08
H -0.46023 -2.86308 -6.89202 0.03 -0.04 -0.06
H -1.20323 -2.39211 0.28618 0.10 -0.04 -0.11
H -1.53177 -1.57768 -7.43774 -0.01 0.01 -0.08
H -1.26661 2.46589 1.35149 -0.04 -0.05 0.05
H 1.79254 0.97390 2.96588 0.09 0.08 -0.06
H -3.94128 -3.06830 3.48628 -0.02 -0.09 0.05
```
Positions in Å, forces in eV/Å.

Calculated values
LUMO (eV): 0.6
SMILES: CCOC(=O)C1CCN([C@H](c2cccc(OC)c2)c2sc3nc(C)nn3c2O)CC1
Gap between HOMO and LUMO (hartree): 0.3275

=====

[3]
Formula: C21H26O7Se2TeW
Source: the Open Molecules 2025 dataset
Level of theory: ωB97M-V/def2-TZVPD

```
58
Properties=species:S:1:pos:R:3:forces:R:3
W 0.70600 0.93388 1.30424 3.49 -0.80 -1.49
Te -2.01522 1.05473 1.31714 -0.42 0.37 0.01
Se 3.39014 0.92977 1.20867 -1.56 -0.54 1.65
Se -0.28894 2.46493 2.76551 -1.41 1.25 -0.58
O 0.32656 -0.64195 0.00458 -0.69 0.62 1.18
O -0.00535 -4.37770 2.07763 1.58 -0.41 -0.34
O 2.29479 1.94246 -3.27686 -0.46 -0.59 0.76
O 0.84382 -0.10587 3.13810 0.58 -1.00 -1.85
O -0.77252 -1.56415 3.64711 1.44 0.59 -1.04
O 2.36268 4.41170 0.96510 0.64 -0.46 -0.92
O -1.11511 -2.46897 0.22872 1.35 2.82 -0.44
C -5.92484 1.37744 -1.85065 0.26 0.15 -0.14
C 1.15676 -2.49273 2.60297 1.71 2.41 -1.46
C -4.19111 3.09003 -2.15103 -1.72 1.94 0.69
C -2.17633 1.08335 -1.17916 1.38 0.41 0.46
C 3.04340 3.94596 -0.24416 0.01 0.08 2.11
C -3.97905 -0.60811 -1.57876 0.75 0.28 -0.55
C -6.28927 0.05193 -1.90962 -0.67 -1.14 0.00
C 0.91441 -3.86783 3.10347 0.02 -0.96 -1.73
C -5.27414 -0.99369 -1.87065 0.23 2.14 -0.10
C 1.11060 -2.65164 1.03639 -0.92 1.56 -1.36
C 3.69246 1.51417 -0.58315 -2.65 0.28 -0.19
C 1.21852 2.13735 -0.46927 -2.34 0.21 0.17
C 2.60627 2.60407 -0.82785 0.47 -0.41 -2.24
C -0.05369 -1.86051 0.39194 -0.20 -3.09 0.42
C 0.31814 -1.31823 3.11611 -1.78 -1.68 2.35
C 2.63609 2.95839 -2.36697 -0.06 0.77 0.27
C -3.50618 0.73689 -1.59177 -1.46 0.62 0.27
C 2.23306 -4.74435 1.21750 1.17 0.48 0.53
C 0.85708 -4.11558 0.87361 0.45 -0.77 2.54
C 2.25140 -4.64731 2.83281 -1.03 -0.31 -1.28
C -4.52623 1.81605 -1.87320 -0.20 -2.48 0.60
H 2.06738 -2.31962 0.54940 -0.92 -0.19 0.52
H 2.86648 4.76017 -0.92289 -0.17 0.26 -0.40
H 2.24223 -5.63337 3.28182 -0.11 -0.16 0.05
H 1.53534 1.47911 -2.86327 0.52 0.25 -0.55
H 0.34124 -4.50111 0.00652 -0.02 0.23 -0.14
H 0.91232 1.14242 -0.94299 0.68 1.02 -0.38
H 1.95321 3.81876 -2.47024 -0.06 -0.21 -0.14
H -5.41101 -2.02159 -2.15682 -0.62 -0.18 0.39
H 2.42915 3.76015 1.67607 0.23 -0.11 -0.32
H -1.78948 2.10614 -1.30938 -0.56 -0.43 -0.17
H 0.47549 -3.88592 4.08848 -0.16 -0.38 0.14
H -4.94987 3.98269 -2.12505 1.55 -2.02 -0.38
H 3.62691 3.35793 -2.64223 -0.16 -0.39 0.05
H 2.21422 -2.23019 2.66575 -0.03 0.34 1.00
H 3.13062 -4.11800 3.17469 0.10 0.14 0.16
H 2.33968 -5.74037 0.78529 -0.09 -0.16 0.53
H 4.14485 3.85531 -0.13085 -0.48 0.42 0.40
H -6.61752 2.23112 -1.84874 -0.11 -0.78 -0.11
H 3.14935 -4.15474 0.80683 -1.78 -0.80 0.51
H -7.36835 -0.32135 -1.96112 1.57 1.01 0.01
H -3.15584 3.28677 -2.22607 0.80 0.73 -0.21
H -3.24282 -1.39098 -1.44349 0.17 0.00 0.10
H 3.52023 0.62649 -1.20545 0.33 0.48 -0.18
H -1.31167 0.39029 -1.27467 -1.06 0.04 0.05
H 0.43507 2.92168 -0.84047 1.20 -1.33 0.81
H 4.61859 2.00375 -0.72964 1.23 -0.12 -0.04
```
Positions in Å, forces in eV/Å.

Calculated values
LUMO (alpha / beta) (eV): -2.5 / -2.9
Expectation value of S²: 2.13
Gap between HOMO and LUMO (alpha / beta) (hartree): 0.1906 / 0.2165
Spin multiplicity: 3

=====

[4]
Formula: C21H27AsBaN6O8S
Source: the Open Molecules 2025 dataset
Level of theory: ωB97M-V/def2-TZVPD

```
65
Properties=species:S:1:pos:R:3:forces:R:3
Ba -0.71670 -1.37439 -0.46068 0.25 0.46 1.23
As -0.59219 -4.21879 -1.61503 -0.06 -0.60 -0.25
S -1.32080 -1.20982 -3.52517 -0.07 0.12 -0.40
O -0.52576 -5.98800 -1.46010 0.17 0.39 0.08
O 0.84116 -3.55773 -1.12934 0.06 0.00 -0.14
O -1.42520 -0.36578 -4.68787 -0.02 -0.03 0.17
O -2.30287 -0.89652 -2.46671 -0.19 -0.09 -0.37
O -0.40145 -0.88323 2.09608 0.39 -0.14 -0.01
O -1.13986 -0.68137 4.19082 -0.02 -0.16 -0.15
O -1.80151 -3.62794 -0.65170 -0.46 -0.06 0.03
O 0.01292 -1.27522 -2.91596 0.19 0.04 -0.43
N 0.98132 2.99669 5.80182 -0.03 0.05 -0.08
N 2.73305 0.01698 0.67693 -0.08 0.08 -0.06
N 0.50523 1.30852 4.27164 0.14 -0.06 0.03
N 0.62197 0.81137 6.49161 0.02 -0.05 -0.05
N -2.34889 0.64799 1.03381 -0.22 -0.05 0.16
N 0.79040 1.24483 -0.89231 0.08 0.15 0.01
C 0.69794 1.71475 5.49960 -0.01 -0.08 -0.14
C -2.22123 -2.96617 -5.35379 0.10 0.03 0.18
C -0.11425 1.86178 -1.61750 0.28 -0.09 0.02
C -2.28698 1.76219 3.29769 0.05 0.06 -0.03
C 2.50861 2.49670 -2.07788 0.05 -0.03 0.02
C -1.21090 -0.48258 2.94462 -0.42 0.01 0.27
C 3.87908 2.78841 -2.27122 0.01 -0.03 0.03
C 1.49849 3.11772 -2.84210 -0.05 0.01 0.02
C -1.99676 -5.34655 -5.34210 -0.03 -0.07 -0.10
C 4.42869 1.20970 -0.54030 0.05 0.04 -0.04
C 0.19292 2.80891 -2.61374 -0.09 0.01 -0.01
C 2.10332 1.55382 -1.10683 0.04 0.04 0.01
C -1.61480 -2.88634 -4.10598 0.00 0.00 -0.05
C -1.11893 2.72484 3.00554 0.00 -0.19 0.09
C 0.29904 2.13498 3.08948 -0.14 0.12 -0.07
C 4.81550 2.15012 -1.51194 -0.13 0.01 -0.01
C 3.10758 0.90081 -0.32372 0.03 -0.03 0.05
C -2.42140 -4.19117 -5.96769 -0.04 -0.06 -0.08
C -1.20058 -4.05911 -3.45089 -0.06 -0.15 -0.18
C -2.35032 0.45523 2.49265 0.09 0.04 -0.17
C -1.39636 -5.27802 -4.09617 0.05 0.02 0.15
H -1.08269 -6.18710 -3.60319 -0.01 0.00 -0.03
H -2.89360 -4.23997 -6.94046 -0.01 0.03 0.00
H 1.34597 3.22672 6.70882 0.00 -0.01 -0.01
H -3.27638 -0.05015 2.77923 0.03 0.02 -0.06
H 1.83938 -0.41570 0.52201 -0.05 0.00 0.21
H 0.09644 0.34244 4.17899 0.21 0.31 0.44
H 0.49443 1.47579 2.24289 0.04 0.09 0.00
H -2.26231 1.47815 4.34983 -0.03 0.04 0.03
H 5.86528 2.36200 -1.65869 0.05 -0.02 0.02
H -1.14992 1.58968 -1.44429 -0.09 -0.04 -0.05
H 1.19518 3.63025 5.05120 0.01 0.00 0.03
H -2.50236 -2.04257 -5.83709 -0.02 0.00 -0.05
H 0.22988 -0.09057 6.26165 -0.06 -0.04 -0.01
H 5.18699 0.70972 0.04863 0.02 -0.02 0.03
H 1.03536 2.94121 3.03510 0.07 -0.07 0.03
H 1.78198 3.83113 -3.60627 -0.02 0.00 -0.01
H -0.04039 -6.11368 -0.63345 0.02 -0.23 -0.06
H -1.21627 3.54961 3.71755 0.04 0.05 -0.05
H -1.20587 3.17153 2.01271 -0.06 0.04 -0.05
H -1.91284 1.52861 0.78428 0.01 -0.02 -0.02
H -2.13200 -6.31077 -5.81522 0.00 0.01 -0.01
H -3.21423 2.31692 3.13456 0.00 0.01 0.02
H -0.60160 3.25505 -3.19215 -0.06 -0.01 -0.02
H -3.29653 0.66902 0.67690 0.01 0.09 -0.02
H 3.44037 -0.65284 0.93396 -0.02 -0.04 -0.01
H 4.16503 3.50788 -3.02553 0.00 0.03 -0.04
H 0.60125 1.09998 7.45247 -0.01 0.03 -0.02
```
Positions in Å, forces in eV/Å.

Calculated values
LUMO (eV): -0.4
Gap between HOMO and LUMO (hartree): 0.2792

=====

Electronic energy values (in hartree) by entry order: -1335.84610; -1734.00108; -6480.28555; -4406.55801.